No. 1
118
Properties=species:S:1:pos:R:3 method="wB97M-V/def2-TZVPD" largest_force_ev_per_a=3.0 multiplicity=1 total_charge=-1 homo_ev=-4.06 orbital_gap_ev=5.8 energy_ha=-3204.40568
C 1.20300 -0.54992 -2.45330
C 1.15254 -1.98163 -1.93169
C 1.18679 -3.01414 -3.06675
C 0.01050 -3.99131 -3.13061
N -0.54084 -4.40342 -1.83267
C -0.01803 -5.70788 -1.37526
C 1.49243 -5.68551 -1.18532
C 1.93128 -6.84451 -0.27292
C 2.93921 -6.42459 0.81744
Nb 2.05339 -6.94187 2.84900
N 2.56798 -5.17946 3.87964
C 1.50571 -4.44047 4.59389
C 1.99343 -3.90108 5.92543
B 3.89239 -8.27320 3.47263
N 4.68277 -7.89330 4.67485
O 4.40558 -9.35449 2.75546
C -1.82110 -4.06351 -1.58455
S -2.48312 -2.61295 -2.00872
S -2.81934 -5.26443 -0.74980
C -3.53785 -4.26454 0.56769
C -4.23549 -5.19053 1.57411
C -3.72026 -4.97869 2.98909
H 2.17285 -0.31478 -2.88206
H 1.00931 0.13732 -1.63192
H 0.41004 -0.39883 -3.18289
H 0.26051 -2.09749 -1.32367
H 2.00389 -2.14677 -1.27733
H 2.09986 -3.59528 -2.97989
H 1.23041 -2.48765 -4.01754
H -0.79302 -3.57747 -3.72862
H 0.35277 -4.89602 -3.62749
H -0.29786 -6.49550 -2.07673
H -0.45144 -5.91269 -0.40901
H 1.77848 -4.72885 -0.75582
H 1.99326 -5.79232 -2.14688
H 1.04132 -7.28836 0.17194
H 2.37307 -7.63509 -0.87390
H 3.11367 -5.34902 0.81645
H 3.89854 -6.90627 0.63410
H 0.26043 -6.50909 2.59448
H 1.51682 -7.75672 4.41798
H 1.48957 -8.54009 2.12018
H 3.32778 -5.34595 4.53192
H 1.19995 -3.60512 3.96335
H 0.62952 -5.06493 4.75939
H 2.73937 -3.12565 5.76544
H 1.17759 -3.48259 6.50912
H 2.44673 -4.70501 6.50209
H 4.06027 -7.48325 5.36262
H 5.39964 -7.19943 4.48907
H 4.16482 -10.16537 3.21973
H -4.22492 -3.54971 0.13332
H -2.74101 -3.70186 1.04194
H -4.04759 -6.22592 1.29779
H -5.30744 -5.02770 1.52629
H -3.70656 -3.92566 3.25529
H -2.72011 -5.38604 3.10220
H -4.35771 -5.49116 3.70523
C -0.74431 6.67315 -1.82384
C 0.39208 5.68642 -1.66871
O 0.00997 4.54980 -0.87443
C -0.72215 3.62897 -1.50397
O -1.04932 3.66516 -2.66426
O -1.03271 2.67929 -0.63399
C -1.87407 1.63210 -1.14745
H -1.12338 6.97369 -0.84617
H -0.39337 7.56206 -2.34803
H -1.56411 6.23816 -2.39337
H 1.22217 6.13156 -1.12369
H 0.75849 5.34242 -2.63446
H -1.45085 1.20195 -2.05110
H -2.86951 2.02242 -1.35330
H -1.92201 0.87640 -0.37065
C -2.30069 4.29520 2.38294
C -0.89595 4.85273 2.33872
O -0.70847 5.90708 3.30748
C -0.52935 5.50677 4.56021
O -0.48137 4.37019 4.95165
O -0.39913 6.59272 5.33006
C -0.23091 6.30812 6.72077
H -3.03131 5.09648 2.26132
H -2.43028 3.57361 1.57703
H -2.49344 3.79481 3.33065
H -0.69970 5.32132 1.38011
H -0.15113 4.07469 2.49595
H 0.59074 5.61326 6.87680
H -1.14514 5.88736 7.13614
H -0.01216 7.26171 7.19139
C 3.47479 3.24510 -2.16886
C 3.96354 4.33067 -3.10096
O 4.63343 5.38921 -2.38947
C 5.88749 5.12974 -2.03045
O 6.51156 4.13302 -2.28398
O 6.34735 6.17747 -1.34341
C 7.68203 6.02057 -0.85316
H 2.84987 3.66613 -1.38013
H 2.88664 2.51334 -2.72327
H 4.30986 2.72896 -1.69817
H 3.13037 4.82612 -3.59546
H 4.62709 3.93322 -3.86758
H 8.36010 5.75100 -1.65926
H 7.71419 5.25558 -0.07952
H 7.95627 6.98443 -0.43615
C -7.60257 5.79618 -2.79024
C -7.60566 5.50237 -4.27417
O -6.29856 5.64576 -4.85241
C -5.46944 4.61972 -4.63941
O -5.74245 3.60632 -4.04954
O -4.29987 4.90929 -5.19596
C -3.28656 3.90525 -5.01430
H -7.18206 6.78420 -2.60012
H -8.62175 5.77063 -2.40404
H -7.01115 5.05857 -2.25084
H -8.21974 6.22244 -4.81155
H -7.98444 4.50239 -4.48137
H -3.64198 2.93558 -5.35472
H -2.98744 3.84661 -3.97312
H -2.44330 4.22840 -5.61599

No. 2
18
Properties=species:S:1:pos:R:3 method="wB97M-V/def2-TZVPD" largest_force_ev_per_a=0.5 multiplicity=1 total_charge=0 homo_ev=-9.49 smiles="C=C(C)NC=O.C" orbital_gap_ev=10.3 energy_ha=-327.07968
C -1.22938 0.18367 0.99156
C 0.08667 0.32069 1.09986
C 0.82662 1.61077 0.89750
N 0.90404 -0.84167 1.31201
C 1.61884 -1.41149 0.30270
O 1.64745 -1.01032 -0.84340
H -1.86335 1.03260 0.75070
H -1.70388 -0.79313 1.02326
H 0.13088 2.43524 0.71861
H 1.44246 1.84993 1.77088
H 1.49277 1.52612 0.03083
H 0.92647 -1.27454 2.22249
H 2.18849 -2.30002 0.63375
C -1.29416 -0.25358 -1.94505
H -1.02957 0.46917 -2.71612
H -1.11571 -1.26907 -2.29720
H -2.34539 -0.13363 -1.66249
H -0.64334 -0.08914 -1.09300